Entry 1:
{
  "formula": "C12H12F17O3S",
  "method": "ωB97M-V with the def2-TZVPD basis set",
  "species": ["O", "C", "F", "C", "S", "H", "H", "H", "H", "C", "C", "C", "F", "F", "F", "F", "O", "C", "C", "F", "F", "F", "F", "H", "H", "H", "H", "C", "C", "C", "F", "F", "F", "F", "O", "C", "C", "F", "F", "F", "F", "H", "H", "H", "H"],
  "coordinates": [[-6.31677, 1.65523, 3.80997], [-6.45514, 0.90708, 2.96195], [-7.63593, 0.71442, 2.33635], [-5.28068, -0.02012, 2.47971], [-5.60885, -1.66213, 3.22979], [-5.33808, -0.02545, 1.36652], [-4.32718, 0.45149, 2.78892], [-4.65393, -2.02138, 4.14025], [-5.82929, -2.63209, 2.29082], [-0.52523, 2.51110, -0.32538], [-0.63537, 2.21432, -1.83327], [-2.04095, 1.92869, -2.36248], [-2.59572, 0.83819, -1.78352], [-1.99211, 1.68032, -3.69057], [0.21184, 1.20771, -2.14783], [-0.17341, 3.31498, -2.48247], [-0.14518, 1.42721, 0.52467], [-1.12459, 0.55562, 0.96547], [-0.91091, -0.86170, 0.43402], [-0.89688, -0.88848, -0.91128], [-1.92318, -1.67896, 0.83829], [-2.35315, 1.04756, 0.67761], [-1.03728, 0.53988, 2.31699], [0.29401, 3.22324, -0.22129], [-1.40155, 3.03758, 0.05585], [-2.70178, 2.78603, -2.20468], [0.03483, -1.27116, 0.79285], [2.78502, -0.88497, -1.63984], [4.12469, -0.79362, -2.39423], [5.04076, -2.01470, -2.30225], [5.41506, -2.27983, -1.03407], [6.17638, -1.79144, -3.00529], [4.77307, 0.32600, -2.00381], [3.81994, -0.61414, -3.71000], [2.72671, -0.27889, -0.34654], [3.17191, -1.01393, 0.74665], [4.39783, -0.38396, 1.41189], [5.41843, -0.26343, 0.54405], [4.82643, -1.16225, 2.43255], [3.37289, -2.29444, 0.39196], [2.14480, -1.02483, 1.63877], [2.06987, -0.31183, -2.22992], [2.38379, -1.89967, -1.62917], [4.55564, -2.90223, -2.71950], [4.15926, 0.60896, 1.80147]],
  "fmax_ev_per_a": 3.7,
  "multiplicity": 1,
  "total_energy_ev": -75804.2778,
  "total_charge": 1
}

---

Entry 2:
{
  "formula": "C12H12F3IN2O5ReS",
  "method": "ωB97M-V with the def2-TZVPD basis set",
  "species": ["Re", "O", "C", "C", "N", "C", "C", "O", "O", "C", "C", "O", "O", "H", "H", "H", "H", "H", "H", "H", "H", "H", "F", "C", "F", "F", "C", "C", "C", "C", "N", "C", "S", "H", "H", "H", "I"],
  "coordinates": [[0.48140, -0.27700, 0.42120], [-0.83800, 0.72420, 2.72190], [-2.13380, 1.21120, 2.48110], [-2.18750, 2.07070, 1.21170], [-1.85480, 1.29660, 0.02430], [-2.83040, 0.28380, -0.29510], [-2.43590, -1.14880, 0.20800], [-3.27750, -2.00760, 0.26240], [-1.20460, -1.27660, 0.53300], [-1.45660, 2.08720, -1.11890], [-0.46220, 1.31800, -2.04900], [-0.28000, 1.72900, -3.17110], [0.10330, 0.30300, -1.52970], [-0.26670, 1.43300, 3.05110], [-2.76890, 0.32840, 2.38360], [-2.49870, 1.80460, 3.32670], [-3.19230, 2.51090, 1.12610], [-1.45070, 2.87330, 1.31250], [-3.81880, 0.50390, 0.12360], [-2.92810, 0.16780, -1.37870], [-2.30530, 2.39180, -1.74380], [-0.92790, 2.98650, -0.79580], [5.79980, 3.37860, 0.07550], [4.50980, 3.11150, 0.30360], [4.30160, 3.28130, 1.61750], [3.80230, 4.06590, -0.32090], [4.12920, 1.73100, -0.15870], [5.01270, 0.91380, -0.84900], [4.60710, -0.35950, -1.22910], [3.33640, -0.79320, -0.89270], [2.48510, -0.00420, -0.24940], [2.85050, 1.24290, 0.10380], [1.51320, 1.98890, 0.88870], [6.00660, 1.26840, -1.07440], [5.27650, -1.01080, -1.76460], [2.99560, -1.79140, -1.13170], [1.49580, -1.58490, 2.47090]],
  "s2": 0.76,
  "fmax_ev_per_a": 3.0,
  "multiplicity": 2,
  "total_energy_ev": -55075.8456,
  "total_charge": 0
}

---

Entry 3:
{
  "formula": "C12H12F3N3O3S2",
  "method": "ωB97M-V with the def2-TZVPD basis set",
  "species": ["C", "S", "O", "O", "N", "C", "C", "N", "N", "C", "S", "C", "C", "C", "C", "C", "C", "C", "C", "F", "F", "F", "O", "H", "H", "H", "H", "H", "H", "H", "H", "H", "H", "H", "H"],
  "coordinates": [[5.89553, 1.60218, -0.77847], [4.33189, 1.12207, -0.02781], [4.22064, 1.69949, 1.27210], [3.26705, 1.33296, -0.96553], [4.60516, -0.54308, 0.18210], [3.66154, -1.09906, 1.14153], [2.27707, -0.85520, 0.65641], [1.68332, -1.44187, -0.32805], [0.52517, -0.79003, -0.54779], [0.47849, 0.17683, 0.32194], [-0.74250, 1.36510, 0.53433], [-1.85258, 0.88920, -0.86117], [-2.85563, -0.13129, -0.43204], [-2.52225, -1.47972, -0.52167], [-3.40335, -2.46228, -0.10978], [-4.64272, -2.11530, 0.40069], [-4.99712, -0.78223, 0.49387], [-4.11111, 0.20674, 0.08363], [-4.54188, 1.64565, 0.17908], [-5.75669, 1.79304, 0.72532], [-3.71149, 2.40399, 0.91475], [-4.61207, 2.24001, -1.03239], [1.55524, 0.18581, 1.13088], [5.90309, 2.68034, -0.87694], [5.96503, 1.12999, -1.74866], [6.68126, 1.27005, -0.11476], [4.50480, -0.99903, -0.71627], [3.85377, -2.16664, 1.25765], [3.81406, -0.56826, 2.08222], [-1.19932, 0.49276, -1.63530], [-2.30376, 1.82277, -1.18815], [-1.55101, -1.74275, -0.91232], [-3.12126, -3.50102, -0.18913], [-5.33515, -2.87678, 0.72403], [-5.96321, -0.50440, 0.88569]],
  "smiles": "CS(=O)(=O)NCc1nnc(SCc2ccccc2C(F)(F)F)o1",
  "fmax_ev_per_a": 1.7,
  "multiplicity": 1,
  "total_energy_ev": -53073.9135,
  "total_charge": 0
}

---

Entry 4:
{
  "formula": "C12H12F6N2O2PdSb",
  "method": "ωB97M-V with the def2-TZVPD basis set",
  "species": ["Pd", "C", "C", "O", "C", "C", "C", "N", "N", "C", "O", "C", "C", "C", "C", "C", "C", "H", "H", "H", "H", "H", "H", "H", "H", "H", "H", "H", "H", "F", "Sb", "F", "F", "F", "F", "F"],
  "coordinates": [[13.76620, 11.33694, 2.87897], [17.83094, 12.49201, 2.95963], [16.31870, 12.44392, 2.91163], [15.77727, 11.29880, 2.78425], [15.85238, 13.79750, 2.87979], [14.50658, 14.18922, 2.89870], [14.12697, 15.66095, 2.88326], [13.48911, 13.23810, 2.94517], [12.28976, 13.72416, 2.95157], [11.34568, 12.72746, 2.97964], [11.74419, 11.49618, 3.01112], [9.91484, 13.04338, 3.01247], [9.58853, 14.42167, 3.04826], [8.18452, 14.80742, 2.94261], [7.28741, 13.77410, 2.86882], [7.62375, 12.40546, 2.86921], [8.94911, 12.03282, 2.93861], [18.19218, 12.87519, 3.91983], [18.21883, 13.10598, 2.14828], [18.24519, 11.48953, 2.80165], [16.65632, 14.46642, 2.78785], [13.01660, 15.79507, 2.94189], [14.54972, 16.07897, 2.00411], [14.80892, 16.20598, 3.57024], [10.35570, 15.15636, 3.17780], [7.91789, 15.83017, 2.96911], [6.28330, 14.04637, 2.54226], [6.88035, 11.66312, 2.84580], [9.34746, 10.97940, 2.88989], [13.75946, 9.35465, 2.32963], [13.61525, 7.51027, 3.04164], [13.59889, 5.75818, 3.82624], [14.83101, 8.34251, 4.19863], [15.09961, 6.89317, 2.00815], [12.21667, 8.10348, 4.18561], [12.40575, 6.96659, 1.68495]],
  "s2": 3.78,
  "fmax_ev_per_a": 4.1,
  "multiplicity": 4,
  "total_energy_ev": -46035.2120,
  "total_charge": 0
}

---

Entry 5:
{
  "formula": "C12H12MnN11O3S",
  "method": "ωB97M-V with the def2-TZVPD basis set",
  "species": ["Mn", "N", "C", "N", "N", "N", "N", "C", "N", "N", "N", "N", "H", "N", "C", "C", "C", "C", "C", "C", "C", "C", "N", "C", "H", "H", "H", "H", "H", "H", "H", "H", "C", "S", "O", "O", "O", "H", "H", "H"],
  "coordinates": [[0.71073, 0.64144, 0.43677], [3.71213, 2.14615, 0.90782], [3.04399, 1.70204, 2.02496], [3.50888, 1.82610, 3.25575], [2.57353, 1.21578, 4.01693], [1.62504, 0.74981, 3.29464], [1.87879, 1.04965, 1.99229], [3.36864, 1.80170, -0.37665], [4.06470, 2.15500, -1.44624], [3.39206, 1.59907, -2.47094], [2.35501, 0.97105, -2.05445], [2.30490, 1.05893, -0.69575], [4.55210, 2.67833, 1.04468], [1.11961, -1.40905, 0.75729], [-0.02832, -2.13797, 0.38138], [-0.54795, -3.23278, 1.00724], [-1.73285, -3.82980, 0.51251], [-2.37305, -3.35034, -0.59375], [-1.86958, -2.19477, -1.24576], [-2.46292, -1.56600, -2.36761], [-1.91692, -0.42203, -2.87599], [-0.78173, 0.14453, -2.24555], [-0.20739, -0.42011, -1.21098], [-0.71956, -1.58957, -0.73425], [1.53325, -1.66984, 1.64274], [1.81266, -1.34811, 0.01424], [-0.05894, -3.65365, 1.87653], [-2.12322, -4.69709, 1.02886], [-3.27073, -3.82539, -0.96867], [-3.35545, -2.00131, -2.80245], [-2.34758, 0.08138, -3.73018], [-0.33625, 1.06813, -2.59103], [-2.94639, 2.06690, 0.04071], [-1.46917, 2.08542, 1.02527], [-1.72993, 2.96027, 2.12991], [-1.19872, 0.66289, 1.36441], [-0.37111, 2.47573, 0.10577], [-3.80097, 1.97458, 0.70570], [-2.90858, 1.22762, -0.64930], [-2.99871, 3.00531, -0.50684]],
  "s2": 0.83,
  "fmax_ev_per_a": 0.8,
  "multiplicity": 2,
  "total_energy_ev": -77330.2175,
  "total_charge": -1
}

---

Entry 6:
{
  "formula": "C12H12N2",
  "method": "ωB97M-V with the def2-TZVPD basis set",
  "species": ["C", "C", "C", "C", "C", "N", "C", "N", "C", "C", "C", "C", "C", "C", "H", "H", "H", "H", "H", "H", "H", "H", "H", "H", "H", "H"],
  "coordinates": [[0.08664, 1.27257, 2.83054], [-0.34068, 1.09158, 1.39669], [-0.59604, 2.40651, 0.56785], [0.65923, 0.17325, 0.59786], [1.07213, -1.02563, 1.27643], [1.35963, -1.94815, 1.90500], [1.85078, 0.63783, -0.25336], [1.79101, 0.32937, -1.47583], [0.77443, -0.55011, -1.73321], [0.47389, -1.34164, -2.84655], [-0.69943, -2.10808, -2.90677], [-1.46786, -2.22800, -1.74326], [-1.11433, -1.56416, -0.54280], [-0.11075, -0.63855, -0.65836], [0.55259, 2.20564, 2.96646], [0.69209, 0.48205, 3.27581], [-0.67149, 1.10573, 3.62174], [-1.35513, 0.61148, 1.42596], [0.30725, 3.03339, 0.47464], [-1.46802, 3.06040, 1.06135], [-0.92373, 2.37064, -0.44851], [2.58759, 1.45408, 0.00564], [1.16179, -1.30464, -3.72712], [-0.90707, -2.77672, -3.71901], [-2.17055, -2.94764, -1.69241], [-1.54398, -1.80119, 0.34121]],
  "smiles": "CC(C)[C@]1(C#N)C=Nc2ccccc21",
  "fmax_ev_per_a": 4.2,
  "multiplicity": 1,
  "total_energy_ev": -15616.3374,
  "total_charge": 0
}